Record 1
Entry from the Open Molecules 2025 dataset: a 2-piece molecular cluster, C3H11NO overall at a distorted geometry (ωB97M-V/def2-TZVPD).

Summary:
Electronic energy, eV: -6825.914
Relative energy (zero: lowest compared OMol25 entry of this formula, charge and spin), kJ/mol: 128.5
HOMO level, eV: -8.89

Last column: natural (NBO) charge in e.
Element x y z (Å)
C (-0.2259, -2.1081, -1.3890)  -0.637
C (-0.3434, -0.7710, -0.6326)  -0.399
C (-1.3282, 0.3066, -1.4051)  -0.213
N (-1.2572, 1.6140, -0.7135)  -0.862
H (-1.1762, -2.3569, -1.8158)  0.200
H (0.4027, -2.0315, -2.2785)  0.218
H (-0.1908, -2.8179, -0.5523)  0.220
H (0.6214, -0.2520, -0.4454)  0.185
H (-0.7782, -1.1161, 0.3043)  0.191
H (-1.0834, 0.4384, -2.4620)  0.183
H (-2.3245, -0.1674, -1.2785)  0.185
H (-1.9786, 1.6731, -0.0150)  0.369
H (-0.2968, 1.7841, -0.4925)  0.360
O (3.6579, 1.7693, 4.5765)  -0.928
H (3.1114, 2.5417, 4.8213)  0.464
H (3.1897, 1.4936, 3.7780)  0.463



Record 2
Entry from the Open Molecules 2025 dataset: a 2-piece molecular cluster, C3H11NO overall at a distorted geometry (ωB97M-V/def2-TZVPD).

Summary:
Electronic energy, eV: -6825.809
Relative energy (zero: lowest compared OMol25 entry of this formula, charge and spin), kJ/mol: 138.6
HOMO level, eV: -7.78

Last column: natural (NBO) charge in e.
Element x y z (Å)
C (0.0000, 0.0000, 0.0000)  -0.417
N (-0.2799, -0.7793, -1.2075)  -0.458
C (0.7879, -1.5777, -1.8972)  -0.411
C (-1.5801, -1.4137, -0.9994)  -0.411
H (-0.9110, 0.4543, 0.4247)  0.219
H (0.7624, 0.7878, -0.1209)  0.195
H (0.3816, -0.7529, 0.7101)  0.154
H (0.4282, -2.1034, -2.7977)  0.207
H (1.2432, -2.3168, -1.2167)  0.164
H (1.5629, -0.8532, -2.1990)  0.204
H (-2.3561, -0.8327, -0.4731)  0.199
H (-1.3207, -2.2920, -0.3847)  0.157
H (-1.9946, -1.7659, -1.9590)  0.194
O (-2.5567, 2.2312, 1.5549)  -0.941
H (-2.4497, 3.0700, 1.0516)  0.473
H (-3.3349, 1.7922, 1.1425)  0.471



Record 3
Entry from the Open Molecules 2025 dataset: a 2-piece molecular cluster, C3H11NO overall at a distorted geometry (ωB97M-V/def2-TZVPD).

Summary:
Electronic energy, eV: -6824.304
Relative energy (zero: lowest compared OMol25 entry of this formula, charge and spin), kJ/mol: 283.8
HOMO level, eV: -8.02

Last column: natural (NBO) charge in e.
Element x y z (Å)
C (0.1918, 0.7824, -1.6744)  -0.410
N (0.2811, -0.2640, -0.6881)  -0.460
C (1.6335, -0.5872, -0.1672)  -0.425
C (-0.5744, 0.0672, 0.3746)  -0.388
H (0.8588, 0.6040, -2.5346)  0.197
H (0.4801, 1.7340, -1.1970)  0.154
H (-0.8431, 0.8739, -2.0447)  0.197
H (2.2987, 0.2882, -0.2551)  0.176
H (2.0091, -1.3827, -0.8325)  0.201
H (1.6685, -0.9527, 0.8729)  0.205
H (-1.5892, 0.3610, 0.0577)  0.165
H (-0.1460, 0.8817, 0.9825)  0.158
H (-0.6496, -0.8374, 1.0013)  0.199
O (-1.6117, -0.2881, 2.2286)  -0.911
H (-2.3750, -0.0089, 1.6739)  0.475
H (-1.6326, -1.2716, 2.2023)  0.467



Record 4
Entry from the Open Molecules 2025 dataset: a 3-piece molecular cluster, C3H11NO2 overall at a distorted geometry (ωB97M-V/def2-TZVPD).

Summary:
Electronic energy, eV: -8871.984
Relative energy (zero: lowest compared OMol25 entry of this formula, charge and spin), kJ/mol: 241.8
HOMO level, eV: -9.06

Last column: natural (NBO) charge in e.
Element x y z (Å)
C (0.2807, -1.5146, 1.4922)  -0.407
C (0.6223, -0.3579, 0.8304)  -0.178
C (-0.4004, 0.7252, 0.8039)  -0.279
N (-0.7100, 1.1823, -0.6600)  -0.866
H (1.0986, -2.1300, 2.1266)  0.206
H (-0.6530, -1.9017, 1.3310)  0.191
H (1.4910, -0.0852, 0.3823)  0.220
H (-1.3521, 0.3012, 1.0952)  0.181
H (-0.2919, 1.6877, 1.3659)  0.216
H (-1.5456, 1.8326, -0.5210)  0.348
H (-1.1043, 0.2964, -0.9730)  0.382
O (2.2538, 1.7918, -0.7463)  -0.984
H (2.5852, 2.6745, -0.9563)  0.466
H (1.2215, 1.9146, -0.7497)  0.500
O (-1.2928, -1.8496, -1.5075)  -0.977
H (-1.6987, -2.3836, -2.1999)  0.490
H (-0.5042, -2.1839, -1.1137)  0.492



Record 5
Entry from the Open Molecules 2025 dataset: a 3-piece molecular cluster, C3H11NO2 overall at a distorted geometry (ωB97M-V/def2-TZVPD).

Summary:
Electronic energy, eV: -8873.608
Relative energy (zero: lowest compared OMol25 entry of this formula, charge and spin), kJ/mol: 85.1
HOMO level, eV: -9.42

Last column: natural (NBO) charge in e.
Element x y z (Å)
C (0.4173, -0.7855, -0.9924)  -0.422
C (1.4018, -0.7929, -0.1055)  -0.173
C (1.2386, -1.1307, 1.3594)  -0.260
N (-0.1109, -1.4908, 1.8024)  -0.830
H (0.6309, -0.4705, -1.9955)  0.197
H (-0.6117, -1.0212, -0.7521)  0.183
H (2.4356, -0.6581, -0.4026)  0.199
H (1.8496, -1.9976, 1.5707)  0.199
H (1.5505, -0.2905, 1.9780)  0.199
H (-0.3688, -2.3883, 1.4145)  0.355
H (-0.7687, -0.7692, 1.5498)  0.351
O (-0.1618, 2.7711, 0.1891)  -0.954
H (-0.2375, 2.5901, 1.1400)  0.463
H (-0.9827, 2.4509, -0.2151)  0.488
O (-2.1360, 1.6386, -1.9404)  -0.946
H (-1.6050, 1.5814, -2.7411)  0.478
H (-2.5412, 0.7632, -1.8592)  0.473



Record 6
Entry from the Open Molecules 2025 dataset: a 3-piece molecular cluster, C3H11NO2 overall at a distorted geometry (ωB97M-V/def2-TZVPD).

Summary:
Electronic energy, eV: -8873.221
Relative energy (zero: lowest compared OMol25 entry of this formula, charge and spin), kJ/mol: 122.4
HOMO level, eV: -9.91

Last column: natural (NBO) charge in e.
Element x y z (Å)
C (1.4845, 0.9596, 0.7984)  -0.426
C (0.5253, 0.1233, 0.4790)  -0.175
C (0.3873, -0.3760, -0.9539)  -0.267
N (-0.8959, -1.2076, -1.0566)  -0.858
H (1.8992, 1.3519, 1.7135)  0.211
H (2.1861, 1.2808, 0.0225)  0.178
H (-0.0951, -0.4829, 1.1251)  0.220
H (0.3700, 0.4598, -1.6655)  0.190
H (1.2559, -0.9872, -1.1346)  0.202
H (-0.8840, -1.7687, -1.9032)  0.360
H (-1.6213, -0.5210, -1.2371)  0.361
O (-0.4332, -2.7747, 1.7052)  -0.933
H (-1.1713, -2.2166, 1.4115)  0.469
H (-0.0821, -2.9429, 0.8171)  0.468
O (-1.2404, 3.0661, -0.3361)  -0.941
H (-1.4161, 3.0311, 0.6030)  0.470
H (-0.2689, 3.0051, -0.3881)  0.472



Record 7
Entry from the Open Molecules 2025 dataset: a 2-piece molecular cluster, C3H11NO2 overall at a distorted geometry (ωB97M-V/def2-TZVPD).

Summary:
Electronic energy, eV: -8873.116
Relative energy (zero: lowest compared OMol25 entry of this formula, charge and spin), kJ/mol: 132.5
HOMO level, eV: -9.34

Last column: natural (NBO) charge in e.
Element x y z (Å)
C (-0.0654, 0.5131, -2.2469)  -0.614
C (-0.1566, -0.7297, -1.3743)  0.078
O (0.8612, -0.5480, -0.4177)  -0.729
C (-1.5786, -0.9073, -0.7275)  -0.252
N (-1.6972, -2.1875, 0.1006)  -0.863
H (-0.2986, 1.3052, -1.6252)  0.204
H (-0.6581, 0.4218, -3.2640)  0.207
H (1.1138, 0.6074, -2.5729)  0.219
H (-0.0312, -1.6253, -2.0184)  0.159
H (0.4998, -0.5266, 0.5147)  0.474
H (-2.2671, -0.7834, -1.5759)  0.204
H (-1.8484, -0.1300, 0.0068)  0.186
H (-2.1113, -2.9377, -0.4468)  0.366
H (-0.7292, -2.4242, 0.4988)  0.363
O (2.8000, 3.0251, 5.1412)  -0.963
H (2.5050, 3.7044, 4.4570)  0.483
H (3.6621, 3.2228, 5.5506)  0.480



Record 8
Entry from the Open Molecules 2025 dataset: a 2-piece molecular cluster, C3H11NO2 overall (ωB97M-V/def2-TZVPD).

Summary:
Electronic energy, eV: -8874.004
Relative energy (zero: lowest compared OMol25 entry of this formula, charge and spin), kJ/mol: 46.8
HOMO level, eV: -9.28

Last column: natural (NBO) charge in e.
Element x y z (Å)
C (0.4549, 0.3890, -1.8710)  -0.629
C (-0.2653, -0.4555, -0.8203)  -0.234
N (0.2860, -0.1886, 0.5308)  -0.635
C (-0.0801, -1.1845, 1.4749)  0.088
O (0.5088, -2.4690, 1.1703)  -0.759
H (1.0010, 1.2059, -1.3930)  0.203
H (1.1971, -0.2258, -2.3745)  0.214
H (-0.1908, 0.8440, -2.6181)  0.218
H (-0.0682, -1.5071, -1.0326)  0.189
H (-1.3344, -0.2800, -0.7889)  0.190
H (1.2951, -0.1169, 0.4744)  0.358
H (0.2729, -0.8795, 2.4630)  0.164
H (-1.1615, -1.3130, 1.4677)  0.162
H (0.8543, -2.8537, 1.9783)  0.472
O (-0.9299, 2.9956, 0.8235)  -0.944
H (-1.3168, 3.6872, 0.2837)  0.465
H (-0.5230, 2.3519, 0.2317)  0.478



Record 9
Entry from the Open Molecules 2025 dataset: a 2-piece molecular cluster, C3H11NO2 overall at a distorted geometry (ωB97M-V/def2-TZVPD).

Summary:
Electronic energy, eV: -8872.619
Relative energy (zero: lowest compared OMol25 entry of this formula, charge and spin), kJ/mol: 180.5
HOMO level, eV: -9.01

Last column: natural (NBO) charge in e.
Element x y z (Å)
C (0.5612, -0.2392, -1.0115)  -0.630
C (0.7685, -0.7552, 0.4485)  -0.203
N (0.6952, 0.2138, 1.5010)  -0.672
C (-0.5108, 0.6859, 1.9059)  0.084
O (-1.0014, 1.7165, 0.9988)  -0.765
H (0.7606, -1.0506, -1.7483)  0.236
H (1.4068, 0.4427, -1.1648)  0.195
H (-0.3273, 0.2912, -1.2144)  0.180
H (0.0744, -1.7413, 0.5888)  0.178
H (1.7980, -1.2608, 0.4548)  0.197
H (1.5799, 0.7144, 1.5116)  0.383
H (-0.5836, 0.9975, 2.9953)  0.169
H (-1.3386, -0.0287, 1.6391)  0.187
H (-0.4491, 2.4854, 1.0046)  0.456
O (-1.0354, -0.9541, -2.9741)  -0.922
H (-1.4382, -1.4530, -2.3437)  0.457
H (-0.9600, -0.0645, -2.5917)  0.468



Record 10
Entry from the Open Molecules 2025 dataset: a 3-piece molecular cluster, C3H11NO2 overall at a distorted geometry (ωB97M-V/def2-TZVPD).

Summary:
Electronic energy, eV: -8873.732
Relative energy (zero: lowest compared OMol25 entry of this formula, charge and spin), kJ/mol: 73.0
HOMO level, eV: -8.02

Last column: natural (NBO) charge in e.
Element x y z (Å)
C (1.4197, 1.5514, 1.8216)  -0.629
C (1.3636, 0.1000, 1.4518)  -0.277
C (0.7191, -0.3181, 0.3626)  -0.019
N (0.5729, -1.6801, -0.0400)  -0.810
H (1.1709, 2.1638, 0.9415)  0.201
H (0.8053, 1.8564, 2.6642)  0.208
H (2.4607, 1.8544, 1.9679)  0.208
H (1.9299, -0.5931, 2.0599)  0.187
H (0.0407, 0.3680, -0.1186)  0.199
H (0.4019, -1.6368, -1.0312)  0.366
H (1.4413, -2.1843, 0.0430)  0.361
O (-2.4142, -2.0972, -1.9292)  -0.943
H (-2.8116, -2.6608, -1.2574)  0.472
H (-2.3186, -1.2398, -1.5036)  0.470
O (-1.4310, 1.2416, -1.6119)  -0.959
H (-2.2134, 1.1205, -2.1604)  0.480
H (-1.1372, 2.1541, -1.6599)  0.483



What did the seventh record say?
Entry from the Open Molecules 2025 dataset: a 2-piece molecular cluster, C3H11NO2 overall at a distorted geometry (ωB97M-V/def2-TZVPD).

Summary:
Electronic energy, eV: -8873.116
Relative energy (zero: lowest compared OMol25 entry of this formula, charge and spin), kJ/mol: 132.5
HOMO level, eV: -9.34

Last column: natural (NBO) charge in e.
Element x y z (Å)
C (-0.0654, 0.5131, -2.2469)  -0.614
C (-0.1566, -0.7297, -1.3743)  0.078
O (0.8612, -0.5480, -0.4177)  -0.729
C (-1.5786, -0.9073, -0.7275)  -0.252
N (-1.6972, -2.1875, 0.1006)  -0.863
H (-0.2986, 1.3052, -1.6252)  0.204
H (-0.6581, 0.4218, -3.2640)  0.207
H (1.1138, 0.6074, -2.5729)  0.219
H (-0.0312, -1.6253, -2.0184)  0.159
H (0.4998, -0.5266, 0.5147)  0.474
H (-2.2671, -0.7834, -1.5759)  0.204
H (-1.8484, -0.1300, 0.0068)  0.186
H (-2.1113, -2.9377, -0.4468)  0.366
H (-0.7292, -2.4242, 0.4988)  0.363
O (2.8000, 3.0251, 5.1412)  -0.963
H (2.5050, 3.7044, 4.4570)  0.483
H (3.6621, 3.2228, 5.5506)  0.480